Record 1
Formula: C5H5NO
Source: the OMol25 dataset
Level of theory: the ωB97M-V functional and the def2-TZVPD basis

Values from the calculation:
gap between HOMO and LUMO	10.906	eV
charge	0

```
12
C5H5NO, DFT the ωB97M-V functional and the def2-TZVPD basis
N 2.72177 0.75627 -0.68201
C 2.03219 0.26949 0.11992
C 0.86828 -0.53824 0.47873
O -0.06197 -0.28157 1.52513
C -1.12421 -0.36771 0.57366
C -1.08431 0.81726 -0.29875
C -0.11567 -0.28988 -0.62755
H 1.12713 -1.60371 0.54354
H -1.97548 -0.95960 0.90289
H -1.94199 0.81072 -0.97492
H -0.79125 1.80132 0.05816
H 0.34550 -0.41435 -1.61879
```

---

Record 2
Formula: C5H5NO
Source: the OMol25 dataset
Level of theory: the ωB97M-V functional and the def2-TZVPD basis

Values from the calculation:
gap between HOMO and LUMO (spin up / spin down)	7.918 / 7.919	eV
charge	0

```
12
C5H5NO, DFT the ωB97M-V functional and the def2-TZVPD basis
O 0.90026 1.82239 1.30901
C 0.85822 0.76221 0.87770
C 0.74092 -0.42505 0.20372
C -0.35463 -1.41116 0.71318
C -0.66311 -0.63370 -0.47771
C -1.58550 0.44204 -0.32643
N -2.35516 1.31194 -0.24181
H 1.02325 1.56317 -1.98757
H 1.65588 -0.76371 -0.27812
H -0.80131 -1.20860 1.69019
H 0.00473 -2.43194 0.59031
H 0.57646 0.97241 -2.07247
```

---

Record 3
Formula: C5H5NO
Source: the OMol25 dataset
Level of theory: the ωB97M-V functional and the def2-TZVPD basis

Values from the calculation:
gap between HOMO and LUMO	10.381	eV
charge	0

```
12
C5H5NO, DFT the ωB97M-V functional and the def2-TZVPD basis
O 0.13975 -1.63883 -0.26327
C 0.63415 -0.80347 0.77460
C 0.74037 0.49490 -0.07230
C -0.40480 0.02479 -0.92976
C -1.61011 -0.23658 -1.21704
C 0.52445 1.79249 0.58296
N 0.34168 2.79620 1.12703
H -1.09661 -1.38527 -0.61833
H -0.06163 -0.68642 1.62019
H 1.61050 -1.14163 1.14040
H 1.68938 0.49923 -0.61941
H -2.50711 0.28462 -1.52509
```

---

Record 4
Formula: C5H5NO
Source: the OMol25 dataset
Level of theory: the ωB97M-V functional and the def2-TZVPD basis

Values from the calculation:
gap between HOMO and LUMO	10.813	eV
SMILES	N#C[C@@H]1C[C@@H]1C=O
charge	0

```
12
C5H5NO, DFT the ωB97M-V functional and the def2-TZVPD basis
N 0.18985 -1.42712 -2.57261
C 0.11218 -0.59152 -1.77744
C 0.06182 0.53106 -0.86373
C 1.03252 0.62047 0.28671
C -0.43011 0.41848 0.55477
C -0.88644 -0.88521 1.12726
O -1.16974 -1.86633 0.48800
H -0.17683 1.45153 -1.38336
H 1.69561 -0.22281 0.43995
H 1.45878 1.59008 0.51801
H -0.95817 1.28440 0.94863
H -0.92946 -0.90304 2.23382
```

---

Record 5
Formula: C5H5NO
Source: the OMol25 dataset
Level of theory: the ωB97M-V functional and the def2-TZVPD basis

Values from the calculation:
gap between HOMO and LUMO	10.848	eV
SMILES	N#C[C@@H]1C[C@@H]1C=O
charge	0

```
12
C5H5NO, DFT the ωB97M-V functional and the def2-TZVPD basis
N 0.17058 -1.52417 -2.44362
C 0.10549 -0.60909 -1.73818
C 0.06349 0.54891 -0.87186
C 1.05128 0.64354 0.27231
C -0.39760 0.42370 0.55822
C -0.88621 -0.88828 1.11959
O -1.77622 -1.53473 0.62984
H -0.19450 1.47010 -1.38576
H 1.72285 -0.20109 0.40275
H 1.49362 1.61422 0.47242
H -0.96433 1.27566 0.93041
H -0.38844 -1.21878 2.05388
```

---

Record 6
Formula: C5H5NO
Source: the OMol25 dataset
Level of theory: the ωB97M-V functional and the def2-TZVPD basis

Values from the calculation:
gap between HOMO and LUMO	9.123	eV
charge	0

```
12
C5H5NO, DFT the ωB97M-V functional and the def2-TZVPD basis
O 2.05726 0.41265 0.37879
C 0.94096 0.86671 -0.34083
C -0.22299 -0.09424 -0.28737
C -0.72355 -0.47807 0.98061
C -1.10688 -0.68606 2.10449
C -0.95207 -0.29119 -1.37100
N -1.49229 -0.59127 -2.42499
H 1.74124 0.21673 1.27219
H 0.56145 1.81589 0.05954
H 1.26162 1.04161 -1.37244
H -0.60209 -1.34404 -2.09051
H -1.46266 -0.86872 3.09150
```

---

Record 7
Formula: C5H5NO
Source: the OMol25 dataset
Level of theory: the ωB97M-V functional and the def2-TZVPD basis

Values from the calculation:
gap between HOMO and LUMO	9.090	eV
SMILES	c1occ2c1CN2
charge	0

```
12
C5H5NO, DFT the ωB97M-V functional and the def2-TZVPD basis
C -1.27249 -1.01321 -0.02480
O -2.08032 -0.10767 0.01271
C -1.40221 1.16377 0.05257
C -0.12928 0.70143 -0.33557
C -0.04352 -0.80918 -0.29813
C 1.43621 -0.59464 0.10459
N 1.17452 0.87367 0.08987
H -1.70284 -2.09106 0.23217
H -1.97163 2.18046 0.24561
H 2.09072 -0.95850 1.00025
H 2.14613 -0.95411 -0.72637
H 1.75471 1.60904 -0.35288
```

---

Record 8
Formula: C5H5NO2
Source: the OMol25 dataset
Level of theory: the ωB97M-V functional and the def2-TZVPD basis

Values from the calculation:
gap between HOMO and LUMO	9.605	eV
charge	0

```
13
C5H5NO2, DFT the ωB97M-V functional and the def2-TZVPD basis
C 2.19311 1.12606 0.60431
C 1.35237 0.07327 0.02747
C -0.46445 -0.69432 0.50474
C -1.89327 -0.58827 0.22047
C 0.12905 -0.01123 -0.57072
H 1.59690 2.22787 0.66222
H 3.06514 1.51886 -0.11051
H 2.54106 0.87447 1.86476
H 2.13774 -0.79985 -0.24109
H -2.96133 -1.19294 0.32703
N -0.68212 0.36837 -1.48277
O 0.63238 -0.72037 1.32845
O -1.82056 0.14036 -0.93353
```

---

Energy relative to the best compared isomer or geometry (same formula, charge and spin): 87.5; 114.8; 132.0; 35.0; 35.9; 118.7; 126.4; 187.7 (kcal/mol)
Maximum force: 0.036; 0.025; 0.022; 0.020; 0.022; 0.069; 0.226; 0.180 (Eh/bohr)